Model A:
{
  "formula": "C6H8O2",
  "method": "ωB97M-V/def2-TZVPD",
  "species": ["O", "C", "C", "C", "C", "C", "O", "C", "H", "H", "H", "H", "H", "H", "H", "H"],
  "xyz": [[-2.311, 0.087, -0.029], [-1.068, -0.336, -0.670], [0.009, -1.140, 0.103], [0.878, -0.194, 0.930], [0.431, 1.274, 0.676], [-0.049, 0.937, -0.759], [1.170, 0.335, -1.270], [1.359, -0.712, -0.365], [-2.621, -0.733, 0.406], [-1.246, -0.781, -1.649], [-0.166, -2.109, 0.520], [1.314, -0.482, 1.858], [1.148, 2.083, 0.790], [-0.497, 1.503, 1.295], [-0.530, 1.716, -1.321], [2.179, -1.450, -0.515]],
  "homo_lumo_gap_ev": 10.2,
  "smiles": "O[C@@H]1[C@@H]2[C@@H]3C[C@H]1O[C@@H]32",
  "lumo_energy_ev": 0.87
}

=====

Model B:
{
  "formula": "C6H8O2",
  "method": "ωB97M-V/def2-TZVPD",
  "species": ["O", "C", "C", "O", "C", "C", "C", "C", "H", "H", "H", "H", "H", "H", "H", "H"],
  "xyz": [[2.626, -2.584, -0.625], [1.779, -1.701, -0.163], [0.552, -0.800, -0.679], [-0.644, -1.444, -0.211], [-1.527, -0.494, 0.727], [-1.072, 0.973, -0.006], [-0.017, 2.096, -0.040], [0.570, 0.682, -0.007], [1.329, -1.849, 0.852], [0.840, -0.830, -1.855], [-2.597, -0.492, 0.475], [-1.357, -0.782, 1.955], [-1.532, 0.746, -1.062], [-0.159, 2.846, -0.990], [0.279, 2.982, 0.659], [0.930, 0.650, 0.970]],
  "homo_lumo_gap_ev": 9.5,
  "smiles": "O=C[C@H]1OC[C@H]2C[C@@H]21",
  "lumo_energy_ev": 0.25
}

=====

Model C:
{
  "formula": "C6H8O2",
  "method": "ωB97M-V/def2-TZVPD",
  "species": ["C", "C", "C", "C", "C", "C", "O", "O", "H", "H", "H", "H", "H", "H", "H", "H"],
  "xyz": [[0.253, -0.596, 0.253], [0.834, -0.966, 1.610], [-1.276, 0.698, -1.648], [-0.511, 0.774, -0.369], [1.327, 0.210, -0.565], [-1.017, 0.706, 0.863], [1.643, -0.028, -1.718], [-1.627, 1.019, 1.825], [-0.090, -1.464, -0.310], [1.946, 0.825, 0.110], [0.071, -1.472, 2.201], [1.669, -1.655, 1.484], [1.181, -0.082, 2.143], [-0.584, 0.854, -2.477], [-1.752, -0.273, -1.796], [-2.068, 1.447, -1.605]],
  "homo_lumo_gap_ev": 9.3,
  "lumo_energy_ev": 0.55
}

=====

Name the most stable of them. model A.

=====

Model A:
{
  "formula": "C6H8O2",
  "method": "ωB97M-V/def2-TZVPD",
  "species": ["O", "C", "C", "C", "C", "C", "C", "H", "H", "H", "H", "H", "H", "O", "H", "H"],
  "xyz": [[-1.351, 1.353, -0.455], [-0.250, 0.661, -0.449], [-0.233, -0.707, -0.736], [0.931, -1.474, -0.601], [1.991, -0.824, 0.020], [2.074, 0.550, 0.171], [0.943, 1.376, -0.030], [-1.541, 1.906, -1.288], [-1.145, -1.190, -1.105], [0.682, -2.494, -0.800], [2.916, -1.441, 0.458], [2.891, 0.983, 0.769], [0.943, 2.379, 0.110], [-3.158, -0.281, 1.665], [-3.099, -1.131, 1.178], [-2.593, 0.333, 1.093]],
  "homo_lumo_gap_ev": 9.5,
  "smiles": "Oc1ccccc1.O",
  "lumo_energy_ev": 0.50
}

=====

Model B:
{
  "formula": "C6H8O2",
  "method": "ωB97M-V/def2-TZVPD",
  "species": ["C", "C", "O", "C", "C", "C", "O", "C", "H", "H", "H", "H", "H", "H", "H", "H"],
  "xyz": [[-1.740, -1.800, 0.556], [-0.961, -0.751, 0.445], [-1.242, 0.305, -0.412], [-0.242, 1.424, -0.545], [1.227, 0.994, -0.711], [1.251, -0.442, -0.250], [1.738, -1.093, 0.888], [0.421, -0.393, 0.913], [-2.738, -1.615, 0.134], [-1.655, -2.705, 1.180], [-0.325, 1.994, 0.421], [-0.593, 1.975, -1.359], [1.806, 1.651, -0.119], [1.638, 1.136, -1.723], [0.917, -1.092, -1.026], [0.498, 0.414, 1.608]],
  "homo_lumo_gap_ev": 9.8,
  "smiles": "C=C1OCC[C@H]2O[C@H]12",
  "lumo_energy_ev": 0.96
}

=====

Name the most stable of them. model A.

=====

Model A:
{
  "formula": "C6H8O2",
  "method": "ωB97M-V/def2-TZVPD",
  "species": ["C", "C", "C", "C", "C", "C", "O", "O", "H", "H", "H", "H", "H", "H", "H", "H"],
  "xyz": [[1.882, -1.128, -1.255], [0.517, -0.432, 0.948], [-0.867, -0.055, 0.357], [-0.277, 0.194, -1.020], [0.973, -0.300, -0.473], [-1.605, 1.211, 0.963], [2.435, -2.142, -0.909], [0.832, 1.034, -0.879], [1.750, -0.776, -2.236], [0.918, 0.370, 1.678], [0.678, -1.496, 1.324], [-1.469, -0.908, 0.285], [-0.624, 0.094, -2.040], [-1.294, 1.201, 1.953], [-2.647, 1.086, 0.841], [-1.201, 2.047, 0.463]],
  "homo_lumo_gap_ev": 10.8,
  "lumo_energy_ev": 0.90
}

=====

Model B:
{
  "formula": "C6H8O2",
  "method": "ωB97M-V/def2-TZVPD",
  "species": ["C", "C", "C", "C", "C", "C", "O", "O", "H", "H", "H", "H", "H", "H", "H", "H"],
  "xyz": [[-1.043, 1.229, 1.686], [-0.950, 0.162, -1.412], [0.031, -0.771, -1.071], [0.464, -0.437, 0.369], [0.329, -1.798, -1.906], [1.563, 0.447, 0.468], [-0.935, 0.247, 0.656], [-1.742, 0.787, -1.959], [0.551, -1.337, 0.977], [-1.959, 1.788, 1.489], [-0.182, 1.899, 1.688], [-1.121, 0.746, 2.665], [0.870, -2.657, -1.528], [0.062, -1.790, -2.953], [2.471, 0.136, 0.963], [1.591, 1.349, -0.133]],
  "homo_lumo_gap_ev": [5.3, 5.3],
  "lumo_energy_ev": [-1.02, -1.02]
}

=====

Model C:
{
  "formula": "C6H8O2",
  "method": "ωB97M-V/def2-TZVPD",
  "species": ["C", "C", "C", "C", "C", "C", "H", "H", "H", "H", "H", "H", "H", "H", "O", "O"],
  "xyz": [[-0.835, 0.399, 1.348], [-0.986, 0.248, -0.181], [-0.023, 1.219, -0.897], [1.551, -0.572, -0.090], [0.641, -1.627, -0.069], [-0.455, -0.979, -0.877], [0.155, -0.787, 1.946], [-2.450, 0.073, 1.645], [-0.167, 1.718, 1.581], [-0.052, 2.266, -0.291], [-0.040, 1.551, -1.922], [2.600, -0.425, 0.463], [0.857, -2.633, 0.502], [-0.244, -0.404, -1.807], [1.252, 0.671, -0.508], [-1.806, -0.717, -0.842]],
  "homo_lumo_gap_ev": 9.1,
  "lumo_energy_ev": 0.29
}

=====

Name the most stable of them. model A.